56
Properties=species:S:1:pos:R:3:forces:R:3 method="wB97M-V/def2-TZVPD" e_above_lowest_kcal_mol=0.0 s_squared=0.77 e_homo_ev="-14.666 / -14.969" multiplicity=2 molar_mass_g_mol=579.743 charge=+2 gap_ha="0.2456 / 0.2573"
Re 0.100307 0.624230 0.674820 0.1 -0.2 -0.1
C -0.176172 -0.057571 2.721507 -0.1 0.0 0.0
C -0.866296 1.203837 2.531547 0.0 -0.1 0.0
C -1.927992 0.987688 1.582936 0.1 0.1 -0.1
C -1.976427 -0.415641 1.297560 0.1 -0.1 0.0
C -0.886934 -1.042991 1.940658 -0.1 0.0 0.1
C -0.552538 -2.497801 1.925355 0.0 0.0 0.0
C -3.097776 -1.089688 0.583617 0.0 0.0 0.0
C -2.933522 2.005367 1.157642 0.0 0.0 0.0
C -0.574771 2.493445 3.229178 0.0 0.0 0.0
C 0.912756 -0.352680 3.700531 0.0 0.0 0.0
H 0.524088 -2.659918 1.888632 0.0 0.0 0.0
H -1.004184 -3.012902 1.080147 0.0 0.0 0.0
H -0.927334 -2.961561 2.840515 0.0 0.0 0.0
H -3.446900 -0.528595 -0.280578 0.0 0.0 0.0
H -3.934672 -1.151536 1.284317 0.0 0.0 0.0
H -2.853869 -2.106747 0.287130 0.0 0.0 0.0
H -3.752719 2.030145 1.880600 0.0 0.0 0.0
H -3.356678 1.768744 0.182626 0.0 0.0 0.0
H -2.502026 3.003225 1.113982 0.0 0.0 0.0
H -0.727439 3.351308 2.576862 0.0 0.0 0.0
H 0.444081 2.524383 3.609243 0.0 0.0 0.0
H -1.255264 2.592931 4.077740 0.0 0.0 0.0
H 1.581748 -1.125859 3.325652 0.0 0.0 0.0
H 0.475159 -0.709765 4.634982 0.0 0.0 0.0
H 1.505111 0.532693 3.921794 0.0 0.0 0.0
C -1.738404 -1.106991 -2.328705 0.0 0.0 0.0
P -0.323236 -0.394070 -1.478015 0.0 0.2 0.0
C 0.910177 -1.641202 -1.125091 -0.1 0.0 0.0
C 2.037087 -1.151323 -0.439716 0.0 0.0 0.0
C 2.951579 -2.039140 0.121118 0.0 0.0 0.0
C 2.747680 -3.404036 -0.011046 0.0 0.0 0.0
C 1.635132 -3.887609 -0.695899 0.0 0.0 0.0
C 0.701461 -3.012638 -1.231731 0.0 0.0 0.0
C 0.386192 0.868052 -2.541130 0.0 0.0 0.0
C 1.522260 0.619638 -3.312593 0.0 0.0 0.0
C 2.013064 1.618228 -4.138900 0.0 0.0 0.0
C 1.376633 2.851339 -4.196799 0.0 0.0 0.0
C 0.241794 3.098309 -3.432594 0.0 0.0 0.0
C -0.253608 2.110389 -2.600121 0.0 0.0 0.0
H -1.371709 -1.444602 -3.300472 0.0 0.0 0.0
H -2.486974 -0.332718 -2.492300 0.0 0.0 0.0
H -2.180600 -1.941097 -1.790331 0.0 0.0 0.0
H 2.291945 -0.092829 -0.482333 0.0 0.0 0.0
H 3.834975 -1.663506 0.620135 0.0 0.0 0.0
H 3.465401 -4.098387 0.404752 0.0 0.0 0.0
H 1.498667 -4.954409 -0.813298 0.0 0.0 0.0
H -0.167035 -3.403197 -1.747545 0.0 0.0 0.0
H 2.014982 -0.343613 -3.279314 0.0 0.0 0.0
H 2.888388 1.430560 -4.745730 0.0 0.0 0.0
H 1.763908 3.624256 -4.847118 0.0 0.0 0.0
H -0.253397 4.058042 -3.488465 0.0 0.0 0.0
H -1.135959 2.305856 -1.999739 0.0 0.0 0.0
S 3.239132 4.032198 0.551274 0.1 0.2 0.0
C 2.209181 2.896915 0.533488 -0.1 -0.2 0.0
N 1.391556 1.992858 0.519229 -0.1 0.0 0.0

---

67
Properties=species:S:1:pos:R:3:forces:R:3 method="wB97M-V/def2-TZVPD" e_above_lowest_kcal_mol=0.9 e_homo_ev=-10.312 molar_mass_g_mol=427.316 charge=+1 gap_ha=0.2908
Be -1.847502 -1.184631 -0.149707 0.0 -0.1 0.1
C -2.317396 -0.305526 2.462021 0.0 0.0 0.1
O -2.651678 -1.146661 1.342713 0.0 0.1 0.0
C -3.711080 -2.086138 1.540018 0.0 -0.1 0.0
C -3.454495 -3.152907 0.489570 0.0 0.0 0.1
O -2.947379 -2.499003 -0.687046 0.0 0.0 0.0
C -3.904180 -1.974948 -1.632335 0.0 0.0 0.0
C -3.923510 -0.466573 -1.452967 0.0 0.0 0.0
O -2.573701 -0.054998 -1.172795 0.0 -0.1 -0.1
C -1.800183 0.315364 -2.346077 0.0 0.1 0.0
H -2.002026 -0.929222 3.297247 0.0 0.0 0.0
H -1.504189 0.333402 2.132509 0.0 0.0 0.0
H -3.182617 0.298741 2.733914 0.0 0.0 0.0
H -3.653748 -2.507817 2.544138 0.0 0.0 0.0
H -4.673805 -1.582103 1.419029 0.0 0.0 0.0
H -2.655398 -3.818087 0.810860 0.0 0.0 0.0
H -4.341944 -3.737201 0.253459 0.0 0.0 0.0
H -3.547115 -2.265333 -2.618759 0.0 0.0 0.0
H -4.888376 -2.411692 -1.465774 0.0 0.0 0.0
H -4.297572 0.046622 -2.337377 0.0 0.0 0.0
H -4.518503 -0.167273 -0.591148 0.0 0.0 0.0
H -2.327197 1.116899 -2.859324 0.0 0.0 0.0
H -0.840031 0.660047 -1.979516 0.0 0.0 0.0
H -1.653378 -0.548536 -2.992927 0.0 0.0 0.0
C 2.910278 -1.915667 -2.242386 0.0 0.0 0.0
C 1.853778 -2.424627 -1.282538 0.0 0.0 0.0
C 1.529524 -3.883175 -1.582447 0.0 0.0 0.0
O 0.622077 -1.677588 -1.488601 0.0 0.0 0.1
B -0.017449 -1.559245 -0.261793 0.0 0.0 -0.1
O 0.827286 -1.915623 0.768386 0.0 -0.1 0.0
C 2.152038 -2.167070 0.224186 0.0 0.0 0.0
C 2.972549 -0.906894 0.458769 0.0 0.0 0.0
C 2.774125 -3.335021 0.964281 0.0 0.0 0.0
H 2.603401 -2.127377 -3.266594 0.0 0.0 0.0
H 3.861036 -2.420537 -2.062017 0.0 0.0 0.0
H 3.061097 -0.842370 -2.146708 0.0 0.0 0.0
H 1.149197 -3.957147 -2.601122 0.0 0.0 0.0
H 0.765051 -4.261155 -0.901733 0.0 0.0 0.0
H 2.415016 -4.512968 -1.497944 0.0 0.0 0.0
H 2.537506 -0.059223 -0.071040 0.0 0.0 0.0
H 4.002679 -1.033219 0.126061 0.0 0.0 0.0
H 2.979942 -0.684362 1.526680 0.0 0.0 0.0
H 2.143228 -4.220410 0.927354 0.0 0.0 0.0
H 2.919559 -3.062892 2.009715 0.0 0.0 0.0
H 3.748387 -3.578995 0.537333 0.0 0.0 0.0
C 2.745957 3.095279 0.579326 0.0 0.0 0.0
N 1.973086 3.564232 -0.570406 0.0 0.0 0.0
C 1.458708 4.899157 -0.267925 0.0 0.0 0.0
N 0.670435 4.960988 0.959875 0.0 0.0 0.0
C 1.482395 4.448207 2.061161 0.0 0.0 0.0
N 1.998146 3.099526 1.834647 0.0 0.0 0.0
C 0.920586 2.113402 1.819966 0.0 0.0 0.0
P -0.350233 2.400400 0.480364 0.1 0.0 0.0
C 0.889835 2.642683 -0.899383 0.0 0.0 0.0
C -0.580785 4.220967 0.828834 0.0 0.0 0.0
H 3.607139 3.755528 0.697469 0.0 0.0 0.0
H 3.107552 2.085724 0.381682 0.0 0.0 0.0
H 0.848091 5.245477 -1.104042 0.0 0.0 0.0
H 2.310767 5.572536 -0.158145 0.0 0.0 0.0
H 0.889194 4.455846 2.977586 0.0 0.0 0.0
H 2.334308 5.118026 2.192392 0.0 0.0 0.0
H 0.416661 2.131903 2.791449 0.0 0.0 0.0
H 1.343284 1.112758 1.696170 0.0 0.0 0.0
H 0.360909 3.023341 -1.778759 0.0 0.0 0.0
H 1.314107 1.672201 -1.175572 0.0 0.0 0.0
H -1.158140 4.331976 1.750589 0.0 0.0 0.0
H -1.175303 4.662979 0.025151 0.0 0.0 0.0

---

14
Properties=species:S:1:pos:R:3:forces:R:3 method="wB97M-V/def2-TZVPD" e_above_lowest_kcal_mol=101.0 smiles="[H]/N=C1/C[C@]1(C)OC#N" e_homo_ev=-8.514 molar_mass_g_mol=110.116 gap_ha=0.3082
H -1.532007 0.781468 -2.346826 0.6 0.3 -0.1
N -0.992891 -0.078672 -2.231642 -1.2 -0.1 0.0
C -0.538562 -0.264033 -1.092104 3.3 0.1 1.0
C 0.252016 -1.249798 -0.370669 -0.5 -0.8 0.4
C 0.308950 0.023843 0.443274 -1.2 0.4 -3.1
C 1.573634 0.690104 0.849224 -0.2 0.5 -0.2
O -0.745787 0.303617 1.326779 -0.9 -0.9 0.5
C -1.909511 0.277904 0.720465 -0.8 1.5 1.9
N -3.024854 0.558920 0.545876 0.8 -0.8 -0.5
H 1.188677 -1.525754 -0.847504 0.1 0.0 0.1
H -0.253765 -2.102426 0.092326 0.1 0.0 -0.1
H 1.769376 0.463619 1.902386 0.0 -0.1 0.0
H 2.405772 0.344501 0.239471 0.0 0.0 0.1
H 1.498951 1.776708 0.768943 0.0 -0.1 0.0

---

10
Properties=species:S:1:pos:R:3:forces:R:3 method="wB97M-V/def2-TZVPD" e_above_lowest_kcal_mol=13.2 smiles="C=C(C#N)C#N.I" e_homo_ev=-10.137 molar_mass_g_mol=205.986 gap_ha=0.3345
C 0.761053 0.720564 -1.230667 -0.6 -0.5 -0.1
C -0.227460 -0.020619 -0.689070 0.7 1.6 -0.1
C -1.461441 0.601393 -0.277358 1.6 -0.3 -0.3
N -2.331580 1.176450 0.170753 -1.5 0.7 0.4
C -0.086502 -1.358383 -0.287767 0.1 0.0 -1.0
N 0.026191 -2.476476 -0.119123 0.2 -1.6 0.6
H 1.718704 0.402741 -1.630256 -0.2 -0.6 0.5
H 0.575154 1.758046 -1.351798 -0.3 0.8 -0.2
I 0.473882 0.185140 3.252121 0.0 0.1 0.0
H 0.552000 -0.988857 2.163166 0.0 -0.1 0.0

---

75
Properties=species:S:1:pos:R:3:forces:R:3 method="wB97M-V/def2-TZVPD" e_above_lowest_kcal_mol=0.0 smiles=COc1ccc(C(C)(C)C)cc1CN[C@H]1C2CCN(CC2)[C@H]1C(c1ccccc1)c1ccccc1 e_homo_ev=-7.847 molar_mass_g_mol=468.685 gap_ha=0.3130
C -2.112693 0.493094 -4.216614 -0.1 0.1 -0.2
O -1.737425 -0.211359 -3.059785 0.0 -0.2 0.4
C -2.608162 -0.233513 -1.998273 -0.1 -0.1 0.2
C -3.804322 0.466104 -1.952561 0.1 0.1 -0.3
C -4.616851 0.382791 -0.836223 0.1 -0.1 0.1
C -4.270158 -0.388041 0.265612 -0.1 0.0 0.0
C -5.205217 -0.450791 1.463452 -0.1 0.0 0.1
C -4.671091 -1.354050 2.577137 -0.1 0.2 -0.2
C -5.384249 0.962065 2.035675 0.0 -0.2 0.0
C -6.564749 -1.002174 1.010428 0.2 0.1 0.1
C -3.064662 -1.077784 0.204681 -0.1 0.1 -0.2
C -2.237497 -1.022381 -0.902912 0.1 -0.1 -0.3
C -0.942717 -1.785300 -0.945833 0.0 0.0 -0.2
N 0.165633 -0.854493 -0.866529 0.0 0.1 -0.4
C 1.485702 -1.438220 -0.888493 0.1 -0.2 -0.1
C 1.974536 -1.930492 -2.272980 -0.1 -0.2 0.0
C 1.882741 -0.782523 -3.281417 -0.1 -0.1 0.1
C 2.590045 0.431131 -2.645231 0.0 0.1 -0.1
N 3.383369 0.033575 -1.491847 0.2 0.2 0.1
C 4.261973 -1.057620 -1.882218 0.2 -0.1 0.0
C 3.446096 -2.340475 -2.154047 -0.1 0.0 0.0
C 2.549610 -0.421448 -0.382927 -0.2 0.0 0.1
C 1.943151 0.764304 0.398161 0.3 -0.3 0.0
C 3.077612 1.565793 1.001726 -0.1 0.2 0.0
C 3.525700 1.358412 2.299365 0.0 0.0 0.0
C 4.590820 2.084474 2.803723 0.1 0.0 0.1
C 5.229453 3.026195 2.016764 0.1 0.0 0.1
C 4.790490 3.240238 0.721548 0.0 0.1 -0.1
C 3.722592 2.518202 0.221384 0.0 0.0 0.0
C 0.939521 0.318629 1.430293 -0.1 0.1 0.2
C 1.128583 -0.808636 2.222035 0.0 0.1 -0.1
C 0.205725 -1.158121 3.191718 -0.1 -0.1 0.1
C -0.919696 -0.380566 3.397762 -0.1 -0.1 0.1
C -1.118392 0.745336 2.618043 0.0 0.1 0.0
C -0.196607 1.089055 1.647711 0.0 0.0 0.1
H -2.210367 1.566393 -4.021664 0.0 -0.1 0.0
H -1.310745 0.332689 -4.936916 -0.1 0.0 0.0
H -3.050731 0.112863 -4.633222 0.0 0.0 0.0
H -4.119602 1.082035 -2.780477 0.0 0.0 -0.1
H -5.540958 0.940859 -0.842936 -0.1 0.1 0.0
H -3.711146 -0.995889 2.938345 0.2 0.0 0.1
H -4.560629 -2.378332 2.228946 0.1 -0.1 0.0
H -5.370620 -1.355128 3.411029 -0.1 0.0 0.1
H -6.036875 0.935670 2.905950 -0.1 0.0 0.1
H -5.821465 1.634273 1.302608 0.0 0.1 -0.1
H -4.421302 1.367377 2.337420 0.1 0.1 0.1
H -6.442142 -1.992443 0.576846 0.0 -0.1 -0.1
H -7.240579 -1.078007 1.859805 -0.1 0.0 0.1
H -7.025795 -0.359296 0.265829 -0.1 0.1 -0.1
H -2.737479 -1.684788 1.032178 0.0 -0.1 0.2
H -0.922973 -2.396170 -1.866749 0.0 0.0 0.2
H -0.876074 -2.457580 -0.084808 -0.1 0.0 -0.1
H 0.063299 -0.157247 -1.592897 0.0 0.0 0.0
H 1.453764 -2.295361 -0.204803 0.0 0.0 0.0
H 1.369236 -2.780097 -2.603166 0.0 0.1 0.0
H 0.842392 -0.558046 -3.518467 0.0 0.0 -0.1
H 2.374738 -1.080543 -4.209754 0.0 0.0 0.0
H 1.865011 1.179731 -2.322968 0.0 0.1 0.0
H 3.264898 0.911989 -3.359271 -0.1 0.1 0.0
H 4.990936 -1.212980 -1.082923 0.0 0.0 -0.1
H 4.807422 -0.743428 -2.774477 0.0 0.0 0.0
H 3.777843 -2.823385 -3.074808 0.0 -0.1 0.0
H 3.562936 -3.057937 -1.339502 0.0 -0.1 0.0
H 3.233003 -0.935891 0.300514 0.0 0.0 0.0
H 1.420373 1.414801 -0.306871 0.0 0.0 0.0
H 3.034424 0.632547 2.929813 0.0 0.0 0.1
H 4.923175 1.912171 3.817609 0.0 0.0 0.1
H 6.061926 3.590931 2.410807 0.1 0.0 0.0
H 5.281380 3.974757 0.099189 0.0 0.1 -0.1
H 3.389745 2.688999 -0.790818 -0.1 0.0 -0.1
H 2.002475 -1.428420 2.086121 0.1 -0.1 0.0
H 0.369891 -2.040101 3.795272 0.0 -0.1 0.0
H -1.631093 -0.649355 4.165916 -0.1 0.0 0.0
H -1.993307 1.361455 2.768817 -0.1 0.1 0.0
H -0.363711 1.970769 1.045716 0.0 0.1 -0.1

---

33
Properties=species:S:1:pos:R:3:forces:R:3 method="wB97M-V/def2-TZVPD" e_above_lowest_kcal_mol=76.7 smiles="C=C/C=C/CCN.O.O.O.O.O" e_homo_ev=-9.192 molar_mass_g_mol=187.236 gap_ha=0.3574
C 3.170487 -0.059589 0.010262 -0.2 -0.7 -0.4
C 2.156190 -0.933971 -0.031838 0.3 0.8 1.3
C 0.827769 -0.601323 0.549855 0.8 -0.9 -1.5
C 0.066878 -1.526896 1.114790 0.0 1.1 1.4
C -1.293164 -1.254364 1.659841 -1.0 1.0 -1.0
C -2.322785 -1.941103 0.697320 -1.5 0.2 0.2
N -1.801132 -2.540244 -0.540287 -1.3 0.6 0.6
H 3.034178 0.956838 0.346932 -0.1 0.0 0.4
H 4.177120 -0.271118 -0.323645 -0.1 -0.2 -0.1
H 2.258242 -1.958559 -0.353061 0.4 -0.2 -0.1
H 0.467328 0.360840 0.235601 -0.2 0.4 0.7
H 0.441391 -2.511942 1.329597 0.3 -0.4 -0.2
H -1.435562 -1.579286 2.684408 0.2 -0.3 0.1
H -1.567740 -0.165039 1.701316 0.6 -0.9 -0.3
H -3.134922 -1.206776 0.394180 1.0 -0.6 0.3
H -2.890557 -2.666102 1.312188 0.4 -0.1 -0.7
H -1.242099 -1.866906 -1.024111 0.4 0.3 -0.4
H -1.226547 -3.330761 -0.377524 0.5 -0.8 0.3
O 2.016598 2.150691 -1.629799 0.0 0.4 -0.3
H 1.267134 2.759629 -1.658601 0.0 0.1 -0.1
H 1.993319 1.922779 -0.697041 0.0 -0.1 0.1
O -0.196206 2.381881 -0.104315 1.0 0.0 0.2
H -0.770847 1.790975 -0.642615 -0.6 1.1 0.1
H -0.605457 3.096558 0.390130 -0.6 -0.4 -0.3
O 0.820454 -0.052581 -2.571628 -0.3 -0.2 -0.3
H 1.468088 -0.768110 -2.543406 -0.1 0.3 0.0
H 1.288280 0.769211 -2.298870 0.2 -0.3 0.0
O -1.168195 1.776728 3.232981 -1.4 0.6 0.3
H -0.461558 1.923835 3.855876 0.6 -0.3 -0.3
H -0.936238 1.293222 2.444865 0.9 -0.1 0.1
O -1.780496 0.832411 -1.656126 0.4 -0.3 -0.1
H -1.725655 0.229272 -0.904136 -0.3 -0.2 -0.1
H -1.160230 0.435258 -2.304485 -0.1 0.2 0.3